DFT (wB97M-V/def2-TZVPD) results for a structure of composition C12H10BrN3Zn at a distorted geometry.

electronic energy: -4980.8881 Eh
HOMO energy: -0.068 eV
net charge: -2
relative energy (zero: lowest compared OMol25 entry of this formula, charge and spin): 7.4 kcal per mole
orbital gap: 4.8 eV
multiplicity: 1

Structure (XYZ):
```
27
Properties=species:S:1:pos:R:3:forces:R:3:lowdin_charge:R:1
C -1.3679 -0.8489 -1.8417 -0.390 -0.396 0.627 -0.152
C -1.5149 -1.8895 -0.9009 -0.906 0.481 -0.844 -0.244
C -2.3746 -1.3980 0.1738 1.417 0.547 0.476 -0.327
H -1.1486 -2.9101 -0.9975 -0.207 0.235 -0.062 0.061
C -2.5564 0.0192 -0.0621 -0.191 -0.338 -1.290 -0.199
C -1.9943 0.3269 -1.3242 -0.570 -0.605 0.664 -0.147
H -2.0951 1.2727 -1.8665 0.372 -0.306 0.476 0.080
H -0.9430 -0.9557 -2.8418 0.276 0.181 0.592 0.082
H -2.9927 -2.0153 0.8257 0.151 0.077 -0.073 0.070
H -3.0672 0.7036 0.6115 0.037 -0.151 -0.231 0.070
Zn -0.5560 -1.4139 1.3673 -0.525 0.856 -1.033 0.341
Br 1.0277 -3.0482 1.4586 0.415 -0.657 0.287 -0.072
C 2.2856 1.4458 0.0480 -0.174 -0.512 -0.950 -0.227
C 1.5534 2.2731 -0.8527 0.282 -0.842 -0.273 -0.232
C 1.4639 1.5854 -2.1048 0.518 0.040 0.443 -0.244
H 1.0983 3.2332 -0.6091 0.092 -0.190 -0.082 0.041
C 2.1647 0.3477 -1.9891 -0.241 0.645 0.784 -0.237
C 2.6504 0.2466 -0.6529 -0.390 0.796 -0.171 -0.230
H 3.1648 -0.6156 -0.2328 -0.050 0.190 -0.034 0.040
H 2.4921 1.6569 1.0925 -0.033 -0.010 -0.082 0.043
H 0.9574 1.9590 -2.9991 0.112 -0.136 0.247 0.042
H 2.2597 -0.4227 -2.7487 -0.056 0.097 0.018 0.043
N -0.4535 0.1785 2.4982 0.235 0.329 2.347 0.075
C -0.3128 0.4932 3.6345 -0.159 -0.690 -2.280 -0.332
N -0.1520 1.0004 4.7864 0.044 0.336 0.623 0.053
C -0.0732 0.3590 5.9276 0.085 -0.741 1.638 -0.432
N 0.0036 -0.1045 7.0096 -0.142 0.762 -1.817 0.034
```
Forces are in eV/Å.



DFT (wB97M-V/def2-TZVPD) results for a structure of composition C28H26CoN7PSSe2.

electronic energy: -8391.1124 Eh
HOMO energy (alpha / beta): -7.266 / -7.357 eV
net charge: 0
relative energy (zero: lowest compared OMol25 entry of this formula, charge and spin): 26.7 kcal per mole
orbital gap (alpha / beta): 6.2 / 6.4 eV
multiplicity: 2

Structure (XYZ):
```
66
Properties=species:S:1:pos:R:3:forces:R:3:mulliken_spin:R:1
Co -0.0662 -1.1191 -0.7396 -0.030 -0.418 0.225 1.252
Se 1.6494 -0.3360 -2.1426 0.295 -0.139 -0.546 -0.018
P 1.5570 1.8240 -1.7080 0.016 -0.241 0.185 -0.006
Se -0.3878 2.6670 -1.6114 -0.072 0.026 0.004 0.002
C 2.5937 2.5836 -3.0059 -0.099 0.075 0.015 -0.005
C 2.1033 3.6658 -3.7273 0.088 0.032 -0.022 -0.001
C 2.8813 4.2518 -4.7193 -0.011 -0.042 0.030 0.000
C 4.1501 3.7621 -4.9871 0.011 0.017 -0.005 -0.001
C 4.6416 2.6782 -4.2695 -0.027 -0.015 0.029 0.001
C 3.8642 2.0846 -3.2875 0.015 0.024 -0.048 -0.004
C 2.4762 2.0762 -0.1432 -0.083 0.056 0.015 0.008
C 3.6497 1.3698 0.1156 -0.024 0.035 0.072 -0.002
C 4.3289 1.5593 1.3097 -0.012 -0.011 -0.034 0.001
C 3.8337 2.4419 2.2612 0.001 0.007 0.025 0.000
C 2.6625 3.1411 2.0114 -0.034 -0.030 -0.063 0.000
C 1.9845 2.9608 0.8107 0.130 0.019 0.056 -0.003
H 1.1108 4.0395 -3.5090 0.008 -0.010 -0.003 0.000
H 2.4899 5.0883 -5.2850 0.011 -0.007 0.022 0.000
H 4.7586 4.2193 -5.7584 -0.024 -0.012 0.019 0.000
H 5.6298 2.2902 -4.4815 -0.015 -0.008 0.000 0.000
H 4.2407 1.2197 -2.7569 -0.004 0.012 -0.003 -0.001
H 4.0160 0.6481 -0.6025 -0.010 -0.012 0.013 0.002
H 5.2416 1.0090 1.5033 -0.025 -0.002 -0.005 0.000
H 4.3585 2.5765 3.1996 -0.011 0.005 -0.031 0.000
H 2.2687 3.8264 2.7522 0.015 -0.007 -0.014 0.000
H 1.0666 3.4983 0.6103 -0.005 -0.016 -0.014 0.000
N -7.0397 -1.3249 -0.8929 0.056 -0.180 0.074 0.000
C -6.2552 -0.6163 -1.7236 -0.217 0.182 -0.301 0.001
S -6.9070 0.3014 -2.9251 0.153 -0.048 0.113 -0.004
C -4.7877 -0.6804 -1.4604 0.202 -0.042 0.151 -0.009
C -3.8688 -0.2429 -2.4030 -0.052 0.117 -0.101 0.001
C -2.5159 -0.2743 -2.1137 0.074 0.179 -0.154 -0.017
N -2.0339 -0.7048 -0.9468 -0.164 -0.636 0.028 0.025
C -2.9098 -1.1260 -0.0348 -0.106 0.026 0.115 0.002
C -4.2743 -1.1425 -0.2498 -0.161 0.083 0.116 0.010
H -8.0243 -1.3389 -1.0991 -0.024 0.005 0.024 0.000
H -6.6729 -2.0445 -0.2939 0.017 0.017 -0.033 0.000
H -4.2109 0.1393 -3.3549 0.008 -0.024 0.027 0.000
H -1.7852 0.0843 -2.8273 0.043 -0.061 0.011 -0.002
H -2.4973 -1.4582 0.9100 0.033 -0.055 -0.009 -0.005
H -4.9202 -1.4779 0.5519 0.071 0.037 0.010 0.001
N -1.3249 -0.0618 5.4898 -0.132 -0.154 0.164 0.001
C -1.3033 0.0905 4.1563 -0.174 0.224 -0.727 0.002
N -2.4156 0.5560 3.5386 -0.077 -0.028 0.149 0.001
N -0.2095 -0.2040 3.5155 0.600 -0.363 0.570 0.000
C -0.0836 -0.2487 2.2258 -0.099 0.152 -0.220 0.006
N 0.1313 -0.3298 1.0899 -0.338 0.475 0.368 0.003
H -2.1974 0.0129 5.9813 -0.005 0.013 0.027 0.000
H -0.6453 -0.6990 5.8729 0.160 0.025 0.015 0.000
H -3.1985 0.8799 4.0783 0.001 0.045 -0.016 0.000
H -2.3281 0.9143 2.6020 0.035 0.013 -0.044 0.000
C -0.0891 -3.0899 -1.3623 0.082 0.872 -0.426 -0.274
C 0.1677 -3.4357 0.0125 0.150 -0.528 0.436 0.053
C -0.8666 -3.8454 0.8864 0.085 0.236 -0.202 -0.003
C -0.6597 -3.9527 2.2441 0.074 0.029 0.164 0.010
C 0.6011 -3.6811 2.7918 -0.179 0.113 -0.290 -0.029
C 1.6653 -3.3899 1.9332 0.059 -0.036 0.285 0.008
C 1.4576 -3.2897 0.5772 -0.216 0.100 -0.270 -0.021
C 0.7481 -3.6168 4.2143 0.003 -0.080 0.110 0.004
N 0.8140 -3.5298 5.3608 -0.018 0.041 -0.058 -0.011
H -1.0356 -3.4268 -1.7742 -0.012 -0.010 -0.020 0.009
H 0.7481 -3.1800 -2.0467 -0.021 -0.220 -0.023 0.005
H -1.8421 -4.0633 0.4656 0.000 0.023 0.039 0.004
H -1.4685 -4.2466 2.9028 0.000 0.037 -0.022 0.000
H 2.6521 -3.2326 2.3517 -0.031 0.048 -0.044 0.000
H 2.2819 -3.0498 -0.0838 0.018 0.034 0.042 0.003
```
Forces are in eV/Å.



DFT (wB97M-V/def2-TZVPD) results for a cluster of 2 separate species, C22H18N3O2 in total at a distorted geometry.

electronic energy: -1163.5554 Eh
HOMO energy: -10.225 eV
net charge: +1
orbital gap: 4.8 eV
multiplicity: 1

Structure (XYZ):
```
45
Properties=species:S:1:pos:R:3:forces:R:3:lowdin_charge:R:1
C -5.3651 3.8986 1.8734 -0.053 -0.036 0.011 -0.031
O -4.9469 2.5862 2.3162 1.038 -0.717 -1.131 -0.041
C -4.0690 1.8740 1.5683 -0.358 0.447 0.444 -0.214
C -3.6659 0.6167 2.0838 -0.242 0.210 -0.019 0.032
C -2.7309 -0.1326 1.4221 0.289 -0.042 0.121 0.005
C -2.1000 0.3135 0.2140 0.237 0.160 0.113 -0.205
C -1.1218 -0.5154 -0.3879 -1.131 0.151 0.117 0.084
C -0.5693 -0.4985 -1.7003 0.725 -0.146 -1.105 -0.185
C 0.2936 -1.5833 -2.0612 -0.233 0.397 0.427 -0.001
C 0.9445 -1.6251 -3.2830 0.013 -0.056 -0.335 -0.049
C 0.7861 -0.5856 -4.2149 -0.164 -0.158 0.733 -0.025
C -0.0784 0.4702 -3.9014 -0.229 0.022 -0.006 -0.050
C -0.7945 0.4866 -2.7081 0.336 -0.163 0.071 0.003
C -2.5197 1.5855 -0.2728 -0.401 0.368 0.172 0.016
C -3.5059 2.3274 0.3518 0.090 0.047 -0.110 0.024
H -6.0387 4.2219 2.6685 0.115 0.084 -0.265 0.103
H -4.5145 4.5943 1.7907 -0.228 -0.361 0.092 0.106
H -5.9060 3.8476 0.9150 0.185 -0.082 0.364 0.105
H -4.1234 0.2901 3.0129 0.128 -0.062 -0.153 0.136
H -2.4372 -1.1000 1.8270 -0.056 0.177 -0.018 0.134
H -0.8358 -1.3755 0.2118 -0.054 -0.035 -0.067 0.121
H 0.4136 -2.3994 -1.3429 0.129 0.278 -0.222 0.128
H 1.5720 -2.4829 -3.5314 -0.171 0.286 0.123 0.120
H 1.3099 -0.6124 -5.1715 -0.147 0.025 0.313 0.122
H -0.2180 1.2831 -4.6168 -0.060 -0.314 0.197 0.119
H -1.5419 1.2592 -2.5732 0.317 -0.180 -0.139 0.092
H -2.0402 2.0312 -1.1347 -0.156 -0.051 0.273 0.098
H -3.8376 3.2755 -0.0790 0.297 -0.336 0.186 0.120
O 1.3200 -1.9457 3.0655 0.637 0.017 -1.224 0.066
C 1.9184 -1.5022 2.0866 -0.720 -0.642 1.421 -0.298
C 3.1774 -1.9020 1.4143 0.199 0.239 0.082 -0.094
C 3.5491 -0.8504 0.5656 -0.194 -0.082 -0.211 -0.211
C 4.6756 -0.8919 -0.2496 0.141 -0.361 -0.033 -0.009
C 5.4634 -2.0514 -0.1955 -0.610 0.490 0.194 -0.058
C 5.1412 -3.0829 0.7039 -0.179 -0.206 0.243 -0.074
C 4.0177 -3.0070 1.5375 0.109 0.085 -0.354 0.008
N 2.5945 0.1492 0.6238 0.803 1.764 -1.576 0.098
C 1.5375 -0.2538 1.3890 -1.540 0.599 1.696 -0.238
N 0.7702 0.6538 2.0170 -0.317 1.524 0.166 0.036
N 0.1296 1.5265 2.4016 1.285 -2.439 -0.932 0.279
H 4.8753 -0.0505 -0.9136 0.167 -0.326 0.100 0.114
H 6.3192 -2.1516 -0.8648 -0.205 0.033 0.298 0.112
H 5.7754 -3.9673 0.7365 -0.138 0.227 0.066 0.107
H 3.7569 -3.7700 2.2653 0.192 -0.070 -0.231 0.126
H 2.6194 1.0464 0.1402 0.157 -0.766 0.108 0.167
```
Forces are in eV/Å.



DFT (wB97M-V/def2-TZVPD) results for a structure of composition C37H45As2N3O3ReS.

electronic energy: -6773.5838 Eh
HOMO energy (alpha / beta): -18.670 / -18.652 eV
net charge: +4
relative energy (zero: lowest compared OMol25 entry of this formula, charge and spin): 0.0 kcal per mole
orbital gap (alpha / beta): 6.2 / 6.5 eV
multiplicity: 2

Structure (XYZ):
```
92
Properties=species:S:1:pos:R:3:forces:R:3:mulliken_spin:R:1
Re -0.4273 0.0135 -0.5510 -0.043 0.179 -0.142 0.949
C 0.7705 2.1879 2.1196 0.051 -0.063 -0.064 -0.003
C 2.1015 1.8227 1.4794 -0.014 0.040 -0.087 0.003
As 1.9180 1.0662 -0.3154 -0.145 -0.210 0.142 -0.013
C 3.3890 -0.1604 -0.4715 0.001 0.012 0.045 0.005
C 4.5114 0.1198 -1.2433 0.038 0.045 -0.016 -0.004
C 5.5966 -0.7477 -1.2120 0.007 -0.034 0.025 0.000
C 5.5702 -1.8753 -0.4030 -0.038 0.027 0.004 -0.001
C 4.4535 -2.1438 0.3827 0.025 0.025 -0.024 -0.003
C 3.3628 -1.2902 0.3464 -0.043 -0.064 0.000 0.011
C 2.1489 2.4696 -1.5999 0.046 0.019 0.032 0.007
C 2.4550 2.1444 -2.9233 0.012 0.089 -0.056 -0.002
C 2.6192 3.1534 -3.8627 -0.001 0.003 0.011 0.002
C 2.4719 4.4845 -3.4839 0.000 -0.015 0.015 -0.002
C 2.1611 4.8066 -2.1691 0.017 -0.014 -0.009 0.001
C 2.0000 3.8006 -1.2230 -0.007 0.012 -0.017 -0.001
As -0.6136 0.8352 1.8491 0.104 0.172 0.015 0.010
C -0.3351 -0.6402 3.0520 0.015 0.029 -0.072 -0.001
C 0.9506 -1.0733 3.3698 0.014 0.010 0.029 -0.005
C 1.1171 -2.0875 4.3006 -0.035 -0.036 0.039 0.000
C 0.0046 -2.6795 4.8933 0.000 0.039 -0.038 -0.002
C -1.2755 -2.2505 4.5625 0.040 -0.031 0.031 0.000
C -1.4519 -1.2232 3.6445 -0.030 -0.043 -0.044 0.003
C -2.2605 1.6562 2.3604 -0.062 -0.125 0.087 -0.001
C -2.2363 2.6961 3.2873 0.030 0.027 0.019 0.000
C -3.4321 3.2560 3.7154 -0.053 -0.007 -0.011 0.000
C -4.6405 2.7758 3.2265 0.041 -0.022 -0.027 0.000
C -4.6595 1.7322 2.3061 -0.001 0.037 0.038 0.000
C -3.4704 1.1674 1.8704 -0.008 -0.049 -0.039 0.001
H 0.3531 3.1035 1.6951 0.024 0.031 0.006 -0.001
H 0.8845 2.3436 3.1930 -0.024 -0.038 0.025 -0.001
H 2.7719 2.6817 1.4306 -0.020 0.025 -0.022 -0.001
H 2.6296 1.0546 2.0422 0.013 0.007 0.028 -0.002
H 4.5726 1.0155 -1.8453 -0.011 0.023 -0.012 0.000
H 6.4730 -0.5270 -1.8064 -0.003 -0.002 0.002 0.000
H 6.4267 -2.5353 -0.3694 -0.002 -0.003 -0.007 0.000
H 4.4485 -3.0089 1.0341 0.002 0.002 -0.002 0.000
H 2.4962 -1.4991 0.9650 -0.002 -0.001 0.009 0.000
H 2.6250 1.1131 -3.2188 0.065 -0.034 -0.001 0.000
H 2.8940 2.9063 -4.8802 -0.010 0.001 0.004 0.000
H 2.6257 5.2715 -4.2107 -0.005 -0.004 -0.001 0.000
H 2.0724 5.8435 -1.8716 0.003 -0.003 -0.001 0.000
H 1.7875 4.0731 -0.1957 0.005 -0.002 0.005 -0.001
H 1.8267 -0.6089 2.9389 0.009 0.003 0.001 -0.001
H 2.1140 -2.3991 4.5845 -0.002 -0.003 0.003 0.000
H 0.1382 -3.4586 5.6323 0.001 -0.002 0.000 0.000
H -2.1382 -2.6933 5.0425 0.008 -0.001 0.004 0.000
H -2.4502 -0.8644 3.4276 -0.004 0.001 0.002 0.002
H -1.3073 3.0735 3.6942 0.025 0.004 0.006 -0.001
H -3.4183 4.0611 4.4378 -0.003 -0.005 0.002 0.000
H -5.5702 3.2108 3.5685 0.003 0.001 -0.004 0.000
H -5.6061 1.3582 1.9394 0.002 -0.004 0.001 0.000
H -3.4795 0.3524 1.1553 -0.018 0.016 -0.002 0.000
N -0.3116 0.6785 -2.6428 -0.445 -0.349 0.029 -0.035
C -0.8706 1.9797 -2.3546 0.285 -0.097 0.365 0.033
C -0.9228 3.0802 -3.1581 -0.214 0.162 -0.100 -0.010
C -1.4571 4.2335 -2.5821 0.034 -0.011 -0.152 0.019
C -1.8911 4.2152 -1.2645 -0.026 -0.018 0.040 -0.007
C -1.7562 3.0618 -0.5144 -0.042 -0.100 -0.088 0.019
N -1.2332 1.9497 -1.0618 0.105 0.278 -0.159 -0.052
H 0.5621 0.7346 -3.1661 0.069 0.095 0.153 0.003
H -0.9728 0.0804 -3.1585 0.043 0.035 -0.007 0.000
H -0.5742 3.0566 -4.1819 -0.004 -0.017 0.011 0.001
H -1.5333 5.1415 -3.1674 -0.011 -0.012 -0.002 -0.001
H -2.3298 5.0965 -0.8169 0.024 -0.011 0.033 0.001
H -2.0750 2.9976 0.5153 -0.001 0.094 -0.025 0.002
N -4.8137 -2.2278 -3.1007 -0.013 -0.010 -0.045 0.000
C -4.3684 -1.7099 -1.7626 -0.023 0.036 0.009 0.001
C -2.9073 -1.2699 -1.8662 0.117 0.102 -0.010 0.003
O -2.4177 -0.7452 -0.8064 -0.146 -0.106 0.107 0.007
O -2.3129 -1.4472 -2.9266 0.088 -0.027 -0.145 0.006
H -5.4785 -1.6013 -3.5628 0.012 -0.014 0.021 0.000
H -5.2597 -3.1471 -3.0444 0.009 0.019 0.003 0.000
H -3.9737 -2.2934 -3.7009 -0.016 0.010 0.030 0.000
H -4.4726 -2.4955 -1.0171 -0.001 -0.003 -0.001 0.001
H -5.0006 -0.8751 -1.4692 0.007 0.000 0.025 0.000
C 0.2892 -5.5641 1.0766 -0.017 0.010 0.032 0.000
C 0.5042 -4.0544 1.1471 -0.008 0.061 -0.014 0.006
S -0.4869 -3.2392 -0.1085 -0.134 -0.095 0.011 0.030
O 0.0693 -1.7346 -0.0136 0.267 -0.010 -0.032 0.029
C 0.1980 -3.8177 -1.6674 -0.037 -0.093 0.055 0.001
C 1.6979 -3.6670 -1.8383 -0.011 0.015 -0.004 -0.001
H 0.7373 -6.0064 1.9655 0.008 -0.002 -0.006 0.000
H 0.7727 -6.0091 0.2086 -0.010 0.001 -0.006 0.000
H -0.7682 -5.8328 1.0834 0.007 0.002 -0.004 0.000
H 1.5396 -3.7518 0.9888 -0.010 -0.009 0.006 0.000
H 0.1391 -3.6243 2.0829 0.003 -0.002 0.008 0.000
H -0.3941 -3.2939 -2.4222 0.048 0.039 -0.007 -0.001
H -0.1329 -4.8621 -1.6816 0.035 -0.017 -0.038 0.000
H 2.0143 -2.6249 -1.7903 -0.008 -0.005 0.000 0.000
H 1.9663 -4.0632 -2.8176 0.005 0.009 0.004 0.000
H 2.2560 -4.2327 -1.0938 -0.005 -0.021 -0.027 0.000
```
Forces are in eV/Å.



DFT (wB97M-V/def2-TZVPD) results for a cluster of 4 separate species, C2H11NO5 in total at a distorted geometry.

electronic energy: -513.7422 Eh
HOMO energy: -9.993 eV
net charge: 0
relative energy (zero: lowest compared OMol25 entry of this formula, charge and spin): 28.6 kcal per mole
orbital gap: 10.4 eV
multiplicity: 1
SMILES: NCC(=O)O.O.O.O

Structure (XYZ):
```
19
Properties=species:S:1:pos:R:3:forces:R:3:lowdin_charge:R:1
N 0.6921 1.3536 -0.2866 -0.916 0.680 1.881 0.018
C -0.2582 2.4529 0.0515 0.958 -4.775 0.519 -0.113
C -1.6517 1.7334 0.1760 1.372 4.999 -0.178 -0.532
O -1.9645 0.6282 0.3578 -0.304 -2.933 0.233 0.145
O -2.4962 2.7609 0.0406 -3.381 -0.041 -0.083 0.074
H 1.5169 1.3675 0.2907 0.222 -0.159 -0.469 0.078
H 0.8202 1.2883 -1.2570 0.813 -0.005 -1.171 0.057
H -0.1811 3.1649 -0.6770 -0.817 1.820 -2.177 0.081
H 0.0855 2.9803 0.9096 -0.274 -0.030 1.242 0.116
H -3.4762 2.4650 0.0732 2.228 0.407 0.036 0.173
O 0.9642 -3.3779 -0.0785 -0.075 -1.675 -1.511 -0.081
H 0.6370 -2.6004 -0.5300 -0.517 0.883 0.012 -0.016
H 0.7884 -4.0382 -0.8110 0.477 0.768 1.491 0.077
O -0.6360 -1.3442 -1.4414 -3.013 0.348 0.772 -0.091
H -1.6095 -1.2561 -1.1406 1.733 -1.185 -1.074 0.092
H -0.4488 -0.5534 -0.9390 1.489 0.895 0.461 -0.027
O 2.6195 -2.0576 1.9273 0.087 0.401 3.353 -0.041
H 2.0427 -2.7388 2.2977 0.122 0.224 0.026 0.039
H 2.5558 -2.2283 1.0365 -0.203 -0.622 -3.363 -0.050
```
Forces are in eV/Å.